Record 1
C11H27ClIN2P2SSm as an isolated structure. Source: the Open Molecules 2025 dataset; level of theory: ωB97M-V with the def2-TZVPD basis set.

Geometry as ORCA input:
```
! RIJCOSX wB97M-V def2-TZVPD def2/J DEFGRID3
* xyz 2 6
C -1.2866 0.0110 -6.2651
I -1.2678 0.1548 -4.0972
H -0.2544 0.0893 -6.6070
H -1.8976 0.8358 -6.6459
H -1.7232 -0.9573 -6.5269
Sm 0.3289 0.0216 -0.5844
P 0.5537 2.4893 -0.7817
C -1.0049 3.2907 -0.6873
C 1.5979 3.1138 0.5170
H 1.7012 4.1825 0.3437
H 1.4449 3.9861 -2.3304
H 2.5813 2.6246 0.5036
H 2.2994 2.4079 -2.4276
H -1.5085 3.0879 0.2738
H 1.1478 2.9358 1.5103
C 1.3208 2.9004 -2.3258
H -0.8118 4.3591 -0.7826
H 0.6909 2.5921 -3.1747
H -1.6753 2.9586 -1.4944
P 0.5659 -2.4484 -0.4139
C -0.9873 -3.2381 -0.2020
C 1.3410 -3.0814 -1.8791
H 2.5935 -2.3835 0.8797
H 1.7206 -3.9516 0.9531
H 1.1591 -2.5482 1.9184
C 1.6117 -2.8695 0.9665
H 2.3154 -2.6018 -2.0519
H 1.4722 -4.1544 -1.7214
H -0.7889 -4.3074 -0.1416
H -1.6591 -3.0307 -1.0503
H 0.7095 -2.9084 -2.7634
H -1.4906 -2.8989 0.7169
Cl 2.8579 0.0086 -0.8241
C -0.4797 -1.8154 4.1092
N -0.9597 -0.4380 3.7188
C -2.1052 0.1953 4.2382
C -2.1905 1.4005 3.7035
N -1.0935 1.5687 2.8232
C -0.3416 0.3921 2.8406
S 1.1063 0.1739 2.0823
H -0.5383 -2.4672 3.2353
H 0.5319 -1.7468 4.4914
H -1.1425 -2.2145 4.8808
H -2.7150 -0.2826 4.9407
H -2.8669 2.1538 3.8451
H -0.8629 2.4103 2.2867
*
```

Results
Frontier orbital gap (alpha / beta) (eV): 7.951 / 7.721
<S²>: 8.89

Record 2
C11H27N2O10V2 as an isolated structure. Source: the Open Molecules 2025 dataset; level of theory: ωB97M-V with the def2-TZVPD basis set.

Geometry as ORCA input:
```
! RIJCOSX wB97M-V def2-TZVPD def2/J DEFGRID3
* xyz 1 1
O -0.1477 -1.3133 -0.3905
V -0.3450 -2.7414 0.3414
O -1.7269 -3.2386 -0.2936
O -0.1485 0.6945 3.8321
V 0.2825 -0.6595 4.6466
O 0.9550 -0.1812 5.9948
O -1.0236 -0.0630 1.6501
C -0.9901 -1.2810 2.2422
O -0.4772 -1.4494 3.3874
O -1.3378 -2.3257 1.5863
H -0.8313 0.5122 2.3943
C 4.6707 3.2880 -3.5390
O 4.2190 2.0038 -3.3295
C 4.7711 1.4845 -2.1644
C 4.1731 0.0388 -2.0646
N 2.7391 0.0516 -2.1429
C 2.1695 0.6700 -0.9553
C 0.6572 0.7526 -1.0780
O 0.1635 1.8691 -0.2424
C 0.0843 1.4820 1.1080
H 4.4457 3.5858 -4.5631
H 5.7295 3.4099 -3.7679
H 4.2774 4.0559 -2.8729
H 4.7681 1.9886 -1.1980
H 5.8271 1.3647 -2.4062
H 4.5827 -0.4704 -1.1921
H 4.7108 -0.6127 -2.7535
H 2.5678 0.5528 -3.0029
H 2.5753 1.6138 -0.5909
H 2.4285 -0.0816 -0.2095
H 0.3530 -0.2418 -0.7512
H 0.3177 0.8121 -2.1120
H 0.9076 0.8832 1.4974
H -0.7483 0.8466 1.4099
H -0.0008 2.2959 1.8281
C -4.6015 -0.6386 2.7251
C -4.2137 -1.4360 1.4927
C -3.5352 -0.7043 0.1935
O -3.1601 -1.7117 -0.7694
C -2.5035 -1.1385 -1.8998
N -3.4751 -2.6937 1.6944
H -3.8068 0.0424 3.0296
H -4.9955 -1.2215 3.5576
H -5.4334 -0.0176 2.3926
H -5.1623 -1.8126 1.1102
H -2.5659 -0.2573 0.4144
H -4.2207 0.0910 -0.0994
H -1.4290 -1.0072 -1.7718
H -2.9687 -0.1982 -2.1955
H -2.6096 -1.7124 -2.8204
H -2.5685 -2.3242 1.9428
H -3.3496 -2.8567 0.7056
*
```

Results
Frontier orbital gap (eV): 4.160

Number 1: energy -3041.05186 hartree, F_max 3.17 eV/A. Number 2: energy -3184.22840 hartree, F_max 18.42 eV/A.